1.
17
Properties=species:S:1:pos:R:3:mulliken_charge:R:1 method="wB97M-V/def2-TZVPD" charge=-1 homo_energy_ev=-2.8 smiles="NCN[C@@H](C=O)C[S-]" energy_ev=-20156.134 lumo_energy_ha=0.138 relative_energy_kcal_mol=62.59
N 0.399 -2.208 1.535 -0.735
C -0.652 -1.468 0.811 -0.427
N -0.387 -0.004 0.671 -0.387
C -0.044 0.519 -0.666 0.176
C -1.153 1.438 -1.171 -0.210
O -2.356 1.114 -1.244 -0.569
C 1.290 1.224 -0.417 -0.956
S 1.841 1.681 -2.198 -0.653
H 0.814 -1.753 2.349 0.265
H 1.234 -2.167 0.984 0.289
H -0.761 -2.121 -0.130 0.256
H -1.640 -1.428 1.231 0.400
H -1.193 0.562 0.962 0.292
H 0.191 -0.303 -1.531 0.271
H -0.908 2.447 -1.407 0.381
H 2.052 0.450 -0.032 0.208
H 1.273 2.017 0.253 0.400

2.
16
Properties=species:S:1:pos:R:3:mulliken_charge:R:1 method="wB97M-V/def2-TZVPD" charge=+1 homo_energy_ev=-13.1 smiles="CC(=S)[C@@H]1[NH2+][C@H]1N" energy_ev=-18100.326 lumo_energy_ha=-0.161 relative_energy_kcal_mol=73.82
C -1.816 1.690 0.116 -1.207
C -1.454 0.345 0.034 0.480
S -2.503 -0.891 0.116 -0.235
C 0.045 -0.037 -0.224 -0.684
N 0.366 -1.343 -0.721 -0.163
C 1.071 -0.899 0.549 0.226
N 2.397 -0.427 0.554 -0.422
H -2.124 2.150 -0.911 0.329
H -2.697 1.833 0.695 0.370
H -0.972 2.471 0.283 0.328
H 0.476 0.673 -0.762 0.510
H 0.805 -1.385 -1.610 0.283
H -0.269 -2.168 -0.504 0.330
H 0.904 -1.448 1.441 0.425
H 2.646 0.302 -0.176 0.205
H 3.124 -0.866 1.120 0.224

3.
16
Properties=species:S:1:pos:R:3:mulliken_charge:R:1 method="wB97M-V/def2-TZVPD" charge=+1 homo_energy_ev="-13.2 / -13.2" energy_ev=-18098.101 lumo_energy_ha="-0.173 / -0.239" relative_energy_kcal_mol=125.11
C 2.842 1.103 1.000 -0.193
C -0.775 -1.010 0.399 0.098
C 1.066 -1.345 -1.225 -0.932
C 0.513 -1.247 0.159 0.291
N 2.686 -0.076 0.774 -0.328
N -3.506 1.254 -0.003 -0.741
S -2.283 -0.820 0.642 -0.070
H 3.838 1.538 1.135 0.283
H 2.052 1.856 1.097 0.232
H 0.641 -2.221 -1.722 0.351
H 0.809 -0.471 -1.823 0.350
H 2.145 -1.460 -1.184 0.336
H 1.121 -1.624 0.971 0.439
H -4.351 1.157 0.542 0.313
H -3.741 1.235 -0.990 0.290
H -3.058 2.130 0.226 0.282

4.
16
Properties=species:S:1:pos:R:3:mulliken_charge:R:1 method="wB97M-V/def2-TZVPD" charge=+1 homo_energy_ev=-13.7 energy_ev=-18101.746 lumo_energy_ha=-0.178 relative_energy_kcal_mol=41.07
C 0.452 1.910 -0.843 -0.603
C 1.036 0.883 -1.512 -0.117
C 0.058 1.543 0.440 0.032
C 0.245 -0.306 2.064 -0.788
N 0.617 0.344 0.804 0.077
N -1.081 -2.167 -1.008 -0.646
S 1.463 -0.380 -0.406 0.190
H 0.170 2.796 -1.420 0.341
H 1.435 0.943 -2.533 0.399
H -0.609 2.190 1.041 0.405
H 0.262 0.467 2.795 0.372
H -0.742 -0.589 2.150 0.376
H 0.845 -1.187 2.159 0.277
H -1.507 -1.303 -0.930 0.217
H -1.831 -2.831 -0.806 0.233
H -0.813 -2.314 -1.994 0.238